Here is a molecular structure, C26H34FKN7O2 from OMol25. Energies are from ωB97M-V with the def2-TZVPD basis set.

The geometry in XYZ format:
```
71
Properties=species:S:1:pos:R:3:nbo_charge:R:1
K -0.1513 -0.1197 -0.1159 0.897
N -1.7475 -1.5539 1.8250 -0.866
C -1.5606 -1.5589 3.2653 -0.222
C -1.0621 -0.2009 3.7484 -0.211
N 0.1621 0.2763 3.1028 -0.450
C 0.4354 1.6660 3.4460 -0.222
C 0.8361 2.5258 2.2519 -0.230
N -0.2863 2.6535 1.3279 -0.846
C 1.2822 -0.6114 3.3784 -0.223
C 2.6124 -0.2341 2.7379 -0.221
N 2.5579 -0.2322 1.2794 -0.857
H -2.5854 -1.0312 1.5750 0.385
H -1.9254 -2.4865 1.4713 0.386
H -0.8455 -2.3420 3.5269 0.176
H -2.4770 -1.7778 3.8305 0.176
H -0.9410 -0.2424 4.8468 0.155
H -1.8445 0.5309 3.5322 0.198
H 1.2086 1.7431 4.2266 0.170
H -0.4713 2.1024 3.8765 0.190
H 1.6520 2.0457 1.7120 0.214
H 1.2043 3.4888 2.6361 0.155
H -0.0141 3.0860 0.4544 0.369
H -1.0481 3.1900 1.7229 0.353
H 1.0156 -1.6103 3.0267 0.203
H 1.4591 -0.6896 4.4690 0.157
H 3.3560 -0.9322 3.1449 0.171
H 2.9164 0.7621 3.0704 0.178
H 2.3186 -1.1466 0.9095 0.376
H 3.4604 -0.0003 0.8828 0.369
O 3.5075 -3.2505 -1.3239 -0.712
C 4.2650 -2.4942 -2.1306 0.424
C 5.5516 -2.9402 -2.4406 -0.319
C 6.3679 -2.2002 -3.2735 -0.188
C 5.9173 -0.9982 -3.8137 -0.285
C 4.6440 -0.5530 -3.5057 -0.142
C 3.7989 -1.2778 -2.6671 -0.240
C 2.4274 -0.7861 -2.3210 0.605
O 1.7412 -1.4778 -1.5087 -0.770
N 2.0771 0.3625 -2.8954 -0.495
N 0.8689 0.8168 -2.4852 -0.220
C 0.5029 1.9134 -3.0291 -0.037
C -0.7400 2.5974 -2.6674 0.168
C -1.0215 3.8315 -3.2650 -0.252
C -2.1737 4.5075 -2.9176 -0.173
C -3.0225 3.9467 -1.9737 -0.288
C -2.6600 2.7266 -1.4228 0.056
N -1.5539 2.0635 -1.7461 -0.438
H 2.6410 -2.7464 -1.2616 0.509
H 5.8788 -3.8803 -2.0143 0.210
H 7.3623 -2.5624 -3.5069 0.199
H 6.5555 -0.4184 -4.4682 0.200
H 4.2653 0.3758 -3.9096 0.234
H 1.1395 2.3893 -3.7782 0.161
H -0.3311 4.2358 -3.9944 0.212
H -2.4136 5.4613 -3.3718 0.207
H -3.9392 4.4350 -1.6733 0.214
H -3.2912 2.2530 -0.6773 0.203
F -6.2972 -0.7557 2.1762 -0.376
C -5.3784 -1.1533 1.2204 0.223
C -4.8630 -0.2232 0.3336 -0.284
C -3.9494 -0.6113 -0.6306 -0.316
C -3.4700 -1.9702 -0.7462 -0.053
C -2.4495 -2.3301 -1.6095 -0.731
C -4.1326 -2.8974 0.1423 -0.319
C -5.0425 -2.4899 1.1013 -0.270
H -5.1913 0.8098 0.4025 0.199
H -3.5510 0.1231 -1.3213 0.196
H -2.0718 -1.6182 -2.3356 0.184
H -2.0917 -3.3504 -1.6738 0.180
H -3.8872 -3.9509 0.0583 0.192
H -5.5066 -3.2134 1.7635 0.203
```

Results
Orbital gap (eV): 4.15
Highest occupied orbital energy (eV): -2.1
E_tot (Ha): -2244.78034
Maximum force (Eh/bohr): 0.0089
Net charge: -1

***

Here is a molecular structure, C5H3F3O2S in a non-equilibrium geometry from OMol25. Energies are from ωB97M-V with the def2-TZVPD basis set.

The geometry in XYZ format:
```
14
Properties=species:S:1:pos:R:3:nbo_charge:R:1
C 1.9917 -0.4864 2.1520 0.389
C 1.7588 1.7468 -0.0809 0.190
C 2.8119 2.3400 0.3624 0.663
C 1.0656 0.2993 0.6653 0.520
C -0.1879 -0.1860 -0.0635 -0.681
O 0.9630 0.3978 2.0724 -0.480
O 2.1445 -0.6743 0.8211 -0.479
F 0.9856 2.1499 -1.1303 -0.304
F 3.3515 3.4717 -0.1007 -0.294
F 3.6718 1.8637 1.2430 -0.282
S 2.8358 -1.1230 3.3014 0.016
H -0.7316 0.4636 -0.6509 0.248
H -0.9099 -0.3476 0.6636 0.243
H 0.0288 -1.1037 -0.6384 0.251
```

Results
Orbital gap (eV): 10.18
Highest occupied orbital energy (eV): -9.6
E_tot (Ha): -1040.48492
Maximum force (Eh/bohr): 0.1157
ΔE to the lowest compared entry with this formula, charge and spin (eV): 1.953

***

Here is a gas-phase ion, C3H7OS (charge -1) from OMol25. Energies are from ωB97M-V with the def2-TZVPD basis set.

The geometry in XYZ format:
```
12
Properties=species:S:1:pos:R:3:nbo_charge:R:1
C -0.2593 1.3572 -0.8272 0.007
O 0.9356 1.5341 -1.3795 -0.950
C -0.5480 -0.1145 -0.3909 -0.450
C 0.5509 -0.5443 0.5491 -0.503
S 0.6727 -2.3487 0.8592 -0.116
H -0.4141 1.9816 0.1016 0.050
H -1.1230 1.6054 -1.5063 0.066
H -0.5698 -0.7047 -1.3058 0.185
H -1.5384 -0.1774 0.0788 0.164
H 1.4849 -0.1962 0.1294 0.252
H 0.4177 -0.0843 1.5246 0.195
H 0.3908 -2.3082 2.1670 0.099
```

Results
Orbital gap (eV): 5.70
Highest occupied orbital energy (eV): -2.4
E_tot (Ha): -591.91420
Maximum force (Eh/bohr): 0.0083
Net charge: -1
SMILES string: [O-]CCCS
ΔE to the lowest compared entry with this formula, charge and spin (eV): 1.472